1.
15
Properties=species:S:1:pos:R:3 method="wB97M-V/def2-TZVPD" energy_ha=-300.2533 spin_multiplicity=1 gap_ev="7.39 / 7.38" homo_ev="-12.7 / -12.7" charge=+1
C -0.96776 0.39801 3.10862
C -0.12617 -0.39257 0.64243
N -1.31257 1.54430 2.98954
N 0.16538 -1.62009 0.23294
N -0.15552 0.54358 -0.27389
N 0.93270 -0.12674 -2.68468
H -1.29994 -0.54586 3.31297
H -0.96422 2.42477 2.66461
H 0.58476 -1.78504 -0.71802
H 0.27301 -2.23336 0.93536
H -0.60165 1.43963 -0.04329
H -0.11991 0.37846 -1.27886
H 0.72458 -0.59242 -3.61438
H 1.93614 -0.35212 -2.38454
H 0.93118 0.91946 -2.88881

---

2.
15
Properties=species:S:1:pos:R:3 method="wB97M-V/def2-TZVPD" energy_ha=-324.9548 spin_multiplicity=1 smiles="CC(=O)O.CN" gap_ev=10.07 homo_ev=-9.4 charge=0
C -0.31446 -1.87451 -2.11994
C -0.01638 -0.97114 -0.94917
O 1.08116 -0.96778 -0.41535
O -1.01508 -0.21713 -0.59333
H -0.72413 -1.29089 -2.94491
H 0.57875 -2.40882 -2.42086
H -1.10946 -2.57008 -1.84638
H -0.78192 0.50229 0.24865
C 0.92901 1.43069 1.50937
N -0.54010 1.24619 1.40869
H 1.18180 2.12859 2.30436
H 1.36795 0.46652 1.75112
H 1.29806 1.69151 0.52351
H -1.03531 2.12419 1.35884
H -0.89990 0.71036 2.18540

---

3.
7
Properties=species:S:1:pos:R:3 method="wB97M-V/def2-TZVPD" energy_ha=-190.9408 spin_multiplicity=1 smiles="C=O.O" gap_ev=11.08 homo_ev=-10.3 charge=0
C -0.94633 -0.57687 1.94880
O -0.56275 -1.41261 1.13799
H -0.79190 -0.75006 3.04041
H -1.43553 0.38244 1.65579
O 1.46814 0.88046 -2.27435
H 1.56047 1.21958 -3.19344
H 0.70790 0.25706 -2.31520

---

4.
9
Properties=species:S:1:pos:R:3 method="wB97M-V/def2-TZVPD" energy_ha=-283.7206 spin_multiplicity=1 smiles=[O-]N1C[C@H]1O gap_ev=6.26 homo_ev=-1.8 charge=-1
O 2.48134 0.53528 -0.04574
N 1.19754 0.54567 0.37536
C 0.38487 -0.63718 0.16221
C -0.03157 0.60239 -0.50440
O -1.05073 1.34090 0.18430
H -0.41676 -0.99292 0.83996
H 0.77310 -1.30073 -0.57335
H -0.19782 0.71716 -1.52726
H -0.58663 1.29738 1.07735

---

5.
83
Properties=species:S:1:pos:R:3 method="wB97M-V/def2-TZVPD" energy_ha=-2577.0715 spin_multiplicity=1 smiles="C#CC[C@@]1(COC)[C@](F)(c2ccccn2)N[C@@](CCCCCCC)(PP(=O)(O)O)[C@H](CC)[N@@+]1(CCF)CC(=O)F" gap_ev=8.84 homo_ev=-11.6 charge=+1
C 3.42233 -4.21666 -0.65046
C 3.12342 -3.25476 -0.01053
C 2.76131 -2.09576 0.78430
C 2.41673 -0.79101 -0.03831
C 3.76377 -0.50492 -0.68413
O 3.90194 0.68184 -1.42481
C 5.25602 0.93007 -1.75219
C 1.25421 -1.24048 -0.99603
F 0.64831 -2.39483 -0.45722
C 1.66576 -1.63730 -2.43016
C 2.15722 -0.72867 -3.33987
C 2.48147 -1.09020 -4.63213
C 2.28731 -2.41140 -4.98887
C 1.75892 -3.24958 -4.02485
N 1.44585 -2.90750 -2.78137
N 0.21165 -0.28838 -1.13104
C -0.50068 0.16098 0.07694
C -1.14599 1.54371 -0.27190
C -2.65879 1.79670 -0.17519
C -3.24500 2.03873 1.21902
C -4.74856 2.32633 1.17066
C -5.67846 1.11249 1.25618
C -5.26892 0.02730 2.25236
C -6.44825 -0.82058 2.75304
P -1.97855 -0.98826 0.50800
P -2.80661 -1.73939 -1.33773
O -4.23913 -1.95541 -1.09214
O -2.13126 -3.12434 -1.77366
O -2.57155 -0.66315 -2.50541
C 0.46172 0.09962 1.27642
C -0.05194 0.70705 2.57983
C -0.18175 2.22437 2.82740
N 1.93053 0.31473 0.92252
C 2.20033 1.72701 0.44109
C 1.81036 2.24335 -0.94156
F 2.83468 3.11523 -1.29986
C 2.75168 0.17949 2.18297
C 2.92128 1.37955 3.10277
O 3.57373 2.34742 2.90265
F 2.38311 1.19255 4.30626
H 3.61120 -5.02779 -1.30737
H 1.97376 -2.37838 1.47812
H 3.65699 -1.93893 1.38269
H 4.01259 -1.32287 -1.36177
H 4.56484 -0.55241 0.06441
H 5.69842 0.08588 -2.28403
H 5.82722 1.16866 -0.85430
H 5.27416 1.78798 -2.41490
H 2.32413 0.30275 -3.07719
H 2.88356 -0.37173 -5.32694
H 2.53155 -2.75033 -5.98134
H 1.57855 -4.28220 -4.30617
H -0.40702 -0.48710 -1.90423
H -0.66541 2.37750 0.22979
H -0.90368 1.71384 -1.31896
H -2.78965 2.76835 -0.65620
H -3.27927 1.13334 -0.77618
H -2.97162 1.25961 1.92634
H -2.76013 2.95099 1.57341
H -4.94593 2.84198 0.23056
H -4.98884 3.03243 1.96094
H -5.86771 0.64865 0.28970
H -6.64849 1.48696 1.59088
H -4.68154 0.44727 3.06926
H -4.58386 -0.64303 1.73438
H -6.82203 -0.40744 3.68408
H -7.22525 -0.80397 1.99467
H -6.13825 -1.84983 2.88973
H -1.39987 -2.14023 1.08881
H -2.81923 -3.60636 -2.25881
H -2.76817 -1.03174 -3.37735
H 0.43955 -0.96097 1.53392
H -1.04658 0.27945 2.70243
H 0.45894 0.27315 3.43280
H 0.08834 2.90830 2.03012
H 0.41289 2.50532 3.69243
H -1.19621 2.47206 3.11366
H 1.77874 2.44249 1.13425
H 3.26808 1.88627 0.50937
H 0.92582 2.86607 -0.94529
H 1.72213 1.51797 -1.73537
H 2.33104 -0.60265 2.79912
H 3.77801 -0.04524 1.92752

---

6.
14
Properties=species:S:1:pos:R:3 method="wB97M-V/def2-TZVPD" energy_ha=-361.7312 spin_multiplicity=1 smiles="C=CO[C@]1(C)NO1" gap_ev=10.84 homo_ev=-9.9 charge=0
C 2.08146 -0.93046 0.43290
C 1.43064 -0.44230 -0.61126
O 0.74013 0.75812 -0.53730
C -0.45938 0.61996 0.14219
C -1.56393 0.03226 -0.69662
N -0.69341 1.62296 1.11633
O -0.38310 0.21880 1.46194
H 2.12119 -0.37105 1.36101
H 2.55537 -1.90284 0.38073
H 1.37085 -0.93495 -1.58103
H -2.43182 -0.20343 -0.07620
H -1.84826 0.73395 -1.48576
H -1.21352 -0.89129 -1.16714
H -1.70623 1.69028 1.26022

---

These records have relative energy (zero: lowest compared OMol25 entry of this formula, charge and spin) values of 104.2; 11.2; 6.0; 119.5; 0.0; 93.9 kcal per mole, in the order they appear.